17
Properties=species:S:1:pos:R:3:forces:R:3 method="wB97M-V/def2-TZVPD" total_charge=-1 relative_energy_ev=1.5071 spin_multiplicity=1 e_homo_ev=-3.5272
S 2.82432 -0.05224 0.88509 -1.2 -0.3 0.2
O -2.29842 0.97788 -0.27862 -0.4 1.1 -1.1
O -0.86835 1.24075 -2.26568 -2.1 -2.8 -4.5
N -1.19410 -1.09968 0.23812 0.1 0.0 -0.5
C -0.07041 -0.19297 0.31466 1.1 0.5 -0.4
C 1.26727 -0.97336 0.33590 -0.1 0.3 -2.5
C -2.43610 -0.18778 0.23812 0.1 -1.5 3.7
H -3.26816 -0.81796 -0.09662 -0.3 -0.4 -0.4
H -2.57718 -0.14406 1.44993 -0.1 0.0 -1.7
H 1.45269 -1.17128 -0.73699 0.4 0.4 0.2
H -1.07046 -1.61550 -0.63251 -0.5 0.2 -0.2
H -0.20126 1.78701 -2.04725 2.9 2.8 1.8
H -0.12709 0.59300 -0.53070 0.7 -1.4 1.9
H -1.52060 0.96749 -1.59671 -0.7 0.7 1.7
H 2.26613 1.04746 1.48254 0.0 -0.8 -0.3
H 1.11591 -2.01268 0.62864 0.4 0.3 1.4
H -0.13087 0.27567 1.27366 -0.3 0.8 0.7

---

76
Properties=species:S:1:pos:R:3:forces:R:3 method="wB97M-V/def2-TZVPD" total_charge=-2 relative_energy_ev=0.6861 spin_multiplicity=4 e_homo_ev="-1.3254 / -2.4928" s_squared=3.822
Co 1.51604 -0.22978 -0.28692 -0.1 0.2 -0.5
Cl 3.56712 2.09531 -1.82354 -0.1 0.1 0.1
Cl 3.70525 5.03529 -0.99853 -0.1 -0.1 0.0
Cl -1.23543 1.68549 0.73110 0.1 -0.1 0.0
Cl -1.03734 4.63767 1.49887 0.1 -0.1 0.0
Cl 1.45520 6.32549 0.71434 0.0 -0.1 0.0
S 6.25840 -1.23115 0.10322 0.1 0.0 0.0
O -7.19721 1.81008 1.73549 0.0 0.1 -0.1
O 2.15777 -4.23009 0.99848 0.0 0.1 -0.1
O 1.33737 -0.24025 1.68036 0.0 0.1 0.1
N -0.49606 -1.22995 -0.02969 0.0 0.1 0.2
N -4.35173 -2.70611 3.32069 0.1 0.0 -0.3
N 4.41235 -1.14768 -1.90028 0.2 0.2 0.0
N 4.58558 0.22967 1.33302 -0.1 -0.1 -0.1
N 2.11019 -2.17695 -0.22571 -0.1 0.0 0.1
N -3.15503 -2.52579 3.83925 -0.1 0.3 0.3
N 3.99396 -0.06547 0.13392 0.1 0.1 0.4
C -6.26990 -1.70491 2.33231 -0.1 0.0 -0.1
C -6.52392 0.67477 2.12438 0.0 -0.1 0.0
C 2.30840 2.68361 -0.75389 0.1 0.0 -0.2
C -1.85317 -2.01114 1.80690 -0.1 0.0 0.1
C 2.37629 4.04798 -0.45944 0.1 0.0 0.0
C 0.12716 -0.98577 3.55960 0.0 0.0 -0.1
C 2.11856 -3.18166 0.39462 0.1 -0.2 0.0
C 1.31901 -0.16296 -3.41200 -0.1 -0.2 -0.1
C -0.10690 -0.45899 -6.86191 0.0 0.0 0.1
C 6.61909 -0.07370 2.67811 0.0 0.1 -0.1
C 0.89819 0.11222 -7.63396 0.0 0.0 0.0
C -2.06113 -2.04569 3.24723 0.1 -0.3 -0.1
C 1.36540 4.64753 0.27855 0.0 0.0 0.0
C -2.73327 -2.58781 0.87126 0.0 0.0 0.0
C -1.00500 -1.56941 4.06667 -0.1 0.0 0.0
C 4.73903 -0.79991 -0.62774 0.0 -0.1 -0.2
C -2.47182 -2.47117 -0.46931 0.1 0.1 0.0
C 1.29208 1.82238 -0.30933 0.0 0.0 0.2
C 0.27165 3.87548 0.64268 0.0 0.0 0.0
C 1.42854 -0.21229 -2.19434 0.0 0.0 -0.2
C 2.18040 0.49371 -5.62654 0.0 0.0 0.0
C -0.70833 -1.38167 1.29306 0.1 0.1 0.1
C -5.31831 0.85386 2.79263 0.0 0.0 0.0
C 0.02886 -0.55587 -5.48506 0.0 0.0 0.0
C 5.74499 -0.29813 1.48373 0.0 0.0 0.0
C -8.03154 1.68651 0.60420 0.0 0.0 0.1
C 0.32840 -0.82732 2.16397 -0.1 -0.1 0.0
C -7.00450 -0.61178 1.90060 0.0 -0.1 0.0
C 1.17717 -0.08252 -4.83198 0.0 0.1 0.1
C 0.24865 2.51541 0.32266 0.0 0.0 0.0
C -1.33757 -1.75300 -0.88176 0.0 0.0 -0.1
C 7.45273 1.20419 2.53975 0.0 0.0 0.0
C 2.04164 0.58781 -7.00288 0.0 0.0 0.0
C -5.03798 -1.54857 2.97742 0.0 0.0 0.2
C -4.58368 -0.23715 3.21786 0.0 0.0 0.0
H -7.52675 1.14542 -0.20048 0.0 0.0 0.0
H -3.12982 -2.91607 -1.20500 0.0 0.0 0.0
H -7.94513 -0.76976 1.38964 0.0 0.0 0.0
H -8.96959 1.17358 0.83991 0.0 0.0 0.0
H 2.83097 1.04324 -7.59050 0.0 0.0 0.0
H -1.10052 -1.60332 -1.93128 0.0 0.0 0.0
H 6.79703 2.07424 2.51053 0.0 0.0 0.0
H 7.27708 -0.93430 2.81364 0.0 0.0 0.1
H -8.26002 2.69726 0.27217 0.0 0.0 0.0
H 8.02969 1.18917 1.61326 0.0 0.0 0.0
H 8.14583 1.31489 3.37677 0.0 0.0 0.0
H 0.89821 -0.60602 4.21826 0.0 0.0 0.0
H 4.80188 -2.00867 -2.24159 -0.1 -0.1 0.1
H -1.14810 -1.64577 5.13820 0.0 0.0 0.0
H -6.62494 -2.71282 2.15329 0.0 0.0 0.0
H -3.64115 -0.08521 3.72398 0.0 0.0 0.0
H -0.75814 -0.99463 -4.88515 0.0 0.0 0.0
H -4.95962 1.86189 2.96059 0.0 0.0 0.0
H -3.60028 -3.13444 1.21613 0.0 0.0 0.0
H 0.78968 0.18844 -8.70937 0.0 0.0 0.0
H 3.42439 -1.00413 -2.11380 0.0 -0.1 0.0
H 3.06517 0.87630 -5.13362 0.0 0.0 0.0
H -1.00905 -0.82786 -7.33669 0.0 0.0 0.0
H 5.96753 -0.00124 3.54897 0.0 0.0 0.0